106
Properties=species:S:1:pos:R:3:forces:R:3 method="wB97M-V/def2-TZVPD" homo_lumo_gap_ev=7.57 multiplicity=1 energy_ha=-5719.9238 charge=0 e_homo_ev=-6.99 e_above_lowest_ev=0.0000
Be -0.355344 2.360030 -0.700538 0.1389 0.1353 -0.0706
C -3.699477 7.865840 -2.835343 0.0477 -0.0606 0.0247
C -2.756019 6.873641 -2.203748 0.0078 0.0674 -0.0234
C -1.459336 7.223893 -1.834960 -0.0042 0.0024 0.0106
C -0.581676 6.299671 -1.307182 0.0192 0.0074 0.0249
C -0.940539 4.955615 -1.090554 0.1323 -0.0656 0.0312
N -0.087074 3.993960 -0.617356 -0.1387 0.0245 -0.0599
C 1.115166 4.287925 0.012430 -0.0166 0.0246 -0.0621
C 1.273475 5.301752 0.963436 -0.0155 0.0036 0.0667
C 2.462114 5.489455 1.643606 -0.0064 -0.0093 -0.0044
C 3.554558 4.651243 1.434922 0.0276 0.0656 0.0037
C 4.830998 4.803229 2.220503 -0.0371 -0.0310 -0.0097
C 3.411453 3.633393 0.505322 0.0733 -0.0601 0.0544
C 2.234339 3.463697 -0.208526 0.0109 -0.1281 -0.1224
N 2.195304 2.426404 -1.198366 -0.0956 0.2121 -0.0190
C 3.226187 1.888223 -1.879622 0.0158 -0.0377 0.0227
C 2.719115 0.928419 -2.723337 -0.0334 -0.0514 -0.0153
C 1.339713 0.943102 -2.492972 0.0103 0.0102 -0.0238
N 1.039165 1.849925 -1.578836 0.0957 -0.1097 0.0490
C -2.249906 4.613392 -1.483776 -0.0357 -0.1730 -0.0682
C -3.116802 5.549043 -2.034234 -0.0906 -0.0335 0.0297
N -2.707518 3.250536 -1.401050 0.1594 0.1074 -0.0973
C -3.975761 2.811777 -1.446660 -0.0900 -0.0392 0.0397
C -3.957465 1.442420 -1.606186 0.0210 0.0020 0.0178
C -2.605567 1.111178 -1.639898 0.0242 0.0019 -0.1167
N -1.853541 2.203003 -1.521232 -0.1824 -0.0277 0.1656
H -3.457504 8.884824 -2.533248 -0.0011 -0.0126 0.0082
H -3.643738 7.823860 -3.925757 -0.0025 0.0103 0.0036
H -4.733568 7.667367 -2.551246 0.0044 0.0070 0.0017
H -1.120204 8.243228 -1.985387 -0.0043 -0.0158 0.0168
H 0.427090 6.605770 -1.068094 -0.0059 0.0103 0.0007
H 0.419996 5.928267 1.188728 0.0223 0.0063 -0.0157
H 2.531595 6.284450 2.377256 -0.0006 -0.0215 0.0004
H 4.860168 5.762910 2.734918 0.0027 -0.0012 -0.0059
H 4.921241 4.019426 2.976276 -0.0081 0.0137 -0.0028
H 5.706801 4.737274 1.573110 -0.0102 0.0083 0.0038
H 4.230707 2.940201 0.353433 -0.0304 -0.0058 -0.0080
H 4.237073 2.225011 -1.734402 -0.0384 0.0543 0.0117
H 3.268288 0.307765 -3.409260 -0.0252 0.0175 0.0065
H 0.560706 0.348843 -2.943791 0.0207 -0.0285 0.0416
H -4.102464 5.234152 -2.356328 0.0390 -0.0121 -0.0291
H -4.806605 3.488065 -1.353376 0.0328 0.0207 -0.0150
H -4.801807 0.778300 -1.656768 0.0126 -0.0004 -0.0072
H -2.134697 0.142596 -1.731608 -0.0326 0.1316 0.1151
Br -1.594572 0.077676 6.226952 0.0011 -0.0014 0.0153
C -0.401365 0.972605 5.064138 -0.0052 -0.0011 0.0468
C 0.477184 1.915900 5.570198 0.0811 0.0530 -0.0719
N 1.339435 2.569194 4.793508 -0.0668 -0.0518 -0.0094
C 1.339650 2.293769 3.491546 0.0502 -0.0004 0.1210
C 0.485654 1.368077 2.903826 0.0064 0.0747 -0.0193
C -0.409432 0.690762 3.711568 -0.0821 -0.0803 -0.0344
C 0.555746 1.143383 1.415738 -0.1756 -0.0609 -0.0269
O 1.461041 0.480301 0.945880 0.3938 -0.1059 0.0165
O -0.402527 1.708842 0.759618 -0.1748 0.0072 0.0519
H 0.485769 2.150116 6.627916 0.0027 -0.0077 -0.0026
H 2.054455 2.836221 2.880248 -0.0351 -0.0044 0.0042
H -1.096467 -0.043831 3.306636 0.0083 0.0470 -0.0090
C 0.384976 -2.675320 0.827240 0.0389 0.1167 0.0750
P -0.543408 -1.728340 -0.456088 -0.2905 -0.0496 -0.0913
C -0.202594 -2.608947 -2.024688 0.2393 0.0973 -0.0252
C -1.141161 -2.834558 -3.029880 -0.0032 0.0247 -0.0496
C -0.747160 -3.279648 -4.287510 0.0114 0.0166 0.0269
C 0.591942 -3.500288 -4.566970 0.0220 -0.0085 0.0584
C 1.542506 -3.253666 -3.582818 -0.0607 0.0891 -0.0420
C 1.150091 -2.797775 -2.335760 -0.0783 0.0176 -0.0779
C -2.279093 -2.126992 -0.001367 -0.0595 0.0446 -0.0248
C -2.876396 -1.197038 0.854590 0.0369 0.0653 -0.0981
C -4.169849 -1.384144 1.323434 -0.0043 -0.0219 -0.0163
C -4.898920 -2.493328 0.917032 0.0468 0.0321 0.0284
C -4.324839 -3.415459 0.051907 0.0334 0.0068 -0.0103
C -3.023428 -3.238882 -0.397179 0.0516 -0.0376 0.0458
P -0.195270 -4.335072 1.367618 0.0240 -0.1443 0.0276
C 1.203801 -4.811630 2.468016 -0.0386 -0.0246 0.0116
C 1.373024 -6.170789 2.746219 0.0010 0.0175 -0.0133
C 2.366823 -6.604864 3.606778 -0.0030 0.0080 0.0074
C 3.209458 -5.684522 4.219910 -0.0124 -0.0065 -0.0140
C 3.040994 -4.333168 3.968588 -0.0363 0.0081 -0.0224
C 2.043416 -3.897980 3.101127 0.0069 -0.0109 -0.0121
C 0.226497 -5.331675 -0.117534 0.0638 -0.0295 -0.0069
C -0.800155 -5.993801 -0.782898 0.0307 -0.0656 0.0054
C -0.550117 -6.696498 -1.957468 0.0283 0.0422 0.0145
C 0.738807 -6.756639 -2.464364 0.0032 0.0324 0.0497
C 1.779308 -6.126996 -1.788546 -0.0486 -0.0645 0.0834
C 1.523002 -5.417845 -0.626705 -0.0378 -0.1347 0.0282
H 0.311255 -2.021859 1.701600 0.1007 0.0295 0.0099
H 1.441142 -2.690107 0.546178 -0.0050 0.0906 0.0193
H -2.191981 -2.653386 -2.848488 -0.0425 0.0045 0.0395
H -1.495545 -3.447793 -5.051820 -0.0055 -0.0157 0.0077
H 0.895521 -3.858417 -5.542318 -0.0015 0.0186 -0.0037
H 2.594592 -3.404381 -3.793706 -0.0140 -0.0155 0.0130
H 1.906358 -2.571884 -1.591130 -0.0080 -0.0343 -0.0507
H -2.324404 -0.297747 1.126058 -0.0472 -0.0887 0.0024
H -4.610739 -0.655101 1.991940 0.0009 -0.0094 -0.0020
H -5.910408 -2.640156 1.274178 0.0045 0.0049 -0.0084
H -4.889862 -4.283208 -0.266216 0.0114 0.0034 0.0078
H -2.579857 -3.986093 -1.044314 -0.0197 0.0921 -0.0027
H 0.721618 -6.897212 2.272164 0.0102 -0.0037 0.0004
H 2.483003 -7.663242 3.804402 0.0045 0.0069 -0.0127
H 3.990281 -6.021781 4.889630 -0.0145 0.0023 0.0031
H 3.686843 -3.606917 4.446094 -0.0077 0.0002 -0.0072
H 1.934683 -2.835283 2.926125 0.0205 0.0016 -0.0166
H -1.803351 -5.963827 -0.370254 0.0452 -0.0045 -0.0284
H -1.360957 -7.195063 -2.473783 0.0035 -0.0045 0.0100
H 0.936724 -7.296413 -3.382041 0.0004 -0.0059 0.0140
H 2.790609 -6.190171 -2.171424 -0.0108 0.0204 -0.0115
H 2.338960 -4.930193 -0.103631 -0.0073 -0.0008 0.0021